--- a ---
Entry from the OMol25 dataset: a molecular structure, CHNO5S (ωB97M-V/def2-TZVPD).

Values from the calculation:
Multiplicity: 1
HOMO-LUMO gap: 8.395 eV
LUMO: -0.8 eV

Geometry (Å):
O (-0.56, -1.09, -0.34)
H (-0.55, -1.49, -1.24)
O (2.40, 1.99, 0.70)
C (2.61, -0.09, -0.40)
O (1.87, -1.39, -0.10)
S (0.58, -1.23, 0.84)
N (2.44, 0.79, 0.67)
O (3.44, -0.10, -1.23)
O (0.88, 0.12, 1.33)

These are the Mulliken partial charges, in e, on atoms 1 to 4:
1 O -0.48
2 H 0.37
3 O -0.40
4 C 0.54

=====

--- b ---
Entry from the OMol25 dataset: a single CHNO5S molecule (ωB97M-V/def2-TZVPD).

Values from the calculation:
Multiplicity: 1
HOMO-LUMO gap: 7.733 eV
LUMO: -1.4 eV

Geometry (Å):
O (0.88, 0.63, 0.82)
S (-0.99, 1.09, -1.60)
O (-0.30, -2.44, 1.05)
O (-1.22, 2.17, -0.47)
O (-0.66, -0.27, -0.72)
O (1.79, -1.98, 0.30)
H (-0.55, 2.86, -0.48)
C (0.40, -0.34, 0.39)
N (0.66, -1.73, 0.71)

These are the Mulliken partial charges, in e, on atoms 1 to 4:
1 O -0.35
2 S 0.21
3 O -0.44
4 O -0.43

=====

Winner for stability: a

=====

--- a ---
Entry from the OMol25 dataset: a single C15H24N4O2S molecule (ωB97M-V/def2-TZVPD).

Values from the calculation:
Multiplicity: 1
HOMO-LUMO gap: 9.658 eV
LUMO: 0.6 eV
SMILES string: Cc1nnc(NC(=O)CCC(=O)NC2CCCCCCC2)s1

Geometry (Å):
C (0.96, -1.08, -2.39)
H (-0.30, 0.92, 4.06)
H (3.33, -0.37, 0.39)
H (1.35, 0.52, -3.72)
C (-3.01, -1.86, -1.12)
C (-0.53, 1.81, 3.48)
C (1.47, 0.35, -2.65)
H (-4.33, -3.47, -1.52)
N (0.79, 0.63, 1.82)
H (-2.28, 2.91, 2.85)
C (-3.29, -3.20, -1.69)
C (1.41, -1.75, -1.09)
H (1.21, -1.77, 1.03)
H (3.50, -0.32, -2.27)
H (1.08, -2.79, -1.13)
H (-2.08, 1.94, 0.77)
H (-2.66, -3.95, -1.22)
H (0.82, 1.07, -2.16)
H (-2.54, 1.89, 4.29)
C (1.26, 0.30, 0.48)
H (3.08, 1.18, 1.19)
N (-2.49, 1.07, 1.10)
H (4.18, 1.63, -0.86)
H (3.38, 1.25, -3.03)
C (0.09, 1.74, 2.09)
H (2.54, 2.26, -0.95)
N (-2.41, 0.25, -1.09)
H (0.94, -0.06, 2.55)
O (-0.11, 2.61, 1.26)
C (-2.05, 1.95, 3.32)
C (2.93, 0.61, -2.26)
H (-0.23, -1.21, 0.18)
O (-2.92, -0.26, 2.87)
H (1.31, -1.72, -3.21)
H (0.71, 0.98, -0.17)
H (-3.09, -3.18, -2.76)
C (0.86, -1.15, 0.20)
H (-0.15, 2.69, 4.00)
S (-3.20, -1.52, 0.60)
C (-2.55, 0.81, 2.45)
C (3.12, 1.34, -0.93)
H (2.50, -1.77, -1.05)
H (-0.13, -1.06, -2.43)
C (-2.66, 0.09, 0.17)
C (2.77, 0.57, 0.34)
N (-2.61, -0.85, -1.80)

These are the Mulliken partial charges, in e, on atoms 1 to 4:
1 C -0.63
2 H 0.30
3 H 0.37
4 H 0.59

=====

--- b ---
Entry from the OMol25 dataset: a molecular structure, C15H24N4O2S (ωB97M-V/def2-TZVPD).

Values from the calculation:
Multiplicity: 1
HOMO-LUMO gap: 8.859 eV
LUMO: 0.0 eV

Geometry (Å):
H (5.46, -1.35, 0.78)
C (-3.48, 0.52, -0.80)
H (-3.42, -1.13, 1.61)
H (0.29, 2.66, -1.73)
H (2.38, -1.41, -1.61)
H (3.14, 2.34, 0.54)
H (-4.41, 1.02, 2.45)
C (1.54, 1.06, -1.17)
H (-5.52, 1.06, 1.03)
H (4.10, -0.64, -1.49)
C (-4.57, 0.54, 1.24)
C (-0.31, 0.27, 0.31)
H (-4.20, 0.93, -1.70)
H (-1.78, 1.47, -1.70)
N (0.06, -1.56, 0.73)
C (4.39, 0.54, 1.07)
H (-2.52, -2.54, -1.00)
C (-1.54, -2.59, -0.89)
N (0.35, -0.47, 1.15)
C (-2.18, 0.31, -1.19)
H (-2.68, 1.62, 1.05)
H (4.84, 1.13, 1.86)
O (1.15, 0.60, -2.57)
C (3.10, -0.82, -1.07)
H (4.25, -1.13, 2.51)
C (3.08, 0.91, 0.64)
O (-3.99, -0.87, -0.35)
H (-1.33, -2.50, -2.08)
H (3.70, -2.41, 0.10)
C (3.38, -1.49, 0.28)
H (-5.16, -1.45, 1.30)
C (-4.28, -0.74, 0.86)
H (2.47, 0.74, 1.61)
C (1.00, 2.46, -0.88)
C (-3.68, 1.68, 0.47)
H (1.61, 3.17, -0.46)
N (-1.24, -0.25, -0.38)
C (4.49, -0.98, 1.26)
H (2.40, -1.72, 0.88)
H (-1.37, -3.68, -0.50)
H (-2.13, -0.15, -2.38)
S (-0.19, 2.27, 0.70)
C (-0.82, -1.51, -0.20)
H (5.02, 0.95, 0.22)
N (2.69, 0.55, -0.61)
H (-4.07, 2.57, 0.08)

These are the Mulliken partial charges, in e, on atoms 1 to 4:
1 H 0.26
2 C -0.01
3 H 0.11
4 H 0.34

=====

Winner for stability: a